{"formula": "CH3NO2", "method": "ωB97M-V with the def2-TZVPD basis set", "symbols": ["C", "N", "O", "O", "H", "H", "H"], "positions_angstrom": [[0.70275, 0.04285, 0.03131], [-0.75124, -0.18469, -0.02174], [-1.35338, -1.20024, 0.06021], [-1.63466, 1.18199, -0.01063], [0.74461, 1.05762, 0.18185], [1.26406, -0.57533, 0.68687], [1.02785, -0.32221, -0.92787]], "smiles": "C[N+](=O)[O-]", "de_lowest_kcal_mol": 150.73, "molar_mass_da": 61.04, "orbital_gap_ha": [0.3343, 0.3345], "energy_ev": -6665.1280}

{"formula": "CH3NO2P", "method": "ωB97M-V with the def2-TZVPD basis set", "symbols": ["H", "N", "C", "P", "O", "O", "H", "H"], "positions_angstrom": [[-2.38715, -1.04638, -0.02555], [-1.38713, -1.31224, -0.22165], [-0.61188, -0.33315, -0.12360], [1.41766, -0.39918, -0.22817], [1.65383, -0.32043, 1.24314], [1.44693, 1.28784, -0.66990], [-1.09707, 0.67189, -0.11612], [0.96480, 1.45164, 0.14185]], "smiles": "[H]/N=C/P([O-])O", "total_charge": -1, "de_lowest_kcal_mol": 10.00, "molar_mass_da": 92.01, "orbital_gap_ha": 0.2772, "energy_ev": -15960.4691}

{"formula": "CH3NO2P", "method": "ωB97M-V with the def2-TZVPD basis set", "symbols": ["O", "C", "O", "N", "P", "H", "H", "H"], "positions_angstrom": [[2.24621, 0.32500, 0.61610], [1.27709, -0.34871, 0.37428], [0.99839, -1.51268, 0.37692], [0.08630, 0.62735, -0.02625], [-1.44453, 0.01730, 0.11137], [0.19664, 1.53991, 0.29622], [-1.20031, -1.28134, -0.59279], [-2.15979, 0.63316, -1.15586]], "smiles": "O=C([O-])NP", "total_charge": -1, "de_lowest_kcal_mol": 7.12, "molar_mass_da": 92.01, "orbital_gap_ha": 0.3051, "energy_ev": -15960.5937}

{"formula": "CH3NO2S", "method": "ωB97M-V with the def2-TZVPD basis set", "symbols": ["C", "N", "O", "O", "S", "H", "H", "H"], "positions_angstrom": [[0.59947, 0.94628, -0.42546], [1.01366, 1.11738, 0.76854], [-0.50071, -1.56405, -1.09042], [-0.80605, -1.45601, 1.31860], [-1.41149, -1.50104, 0.02872], [-0.34480, 0.56353, -0.70640], [1.17704, 0.91601, -1.32138], [0.27288, 0.97790, 1.42781]], "de_lowest_kcal_mol": 30.36, "molar_mass_da": 93.11, "orbital_gap_ha": 0.3146, "energy_ev": -17504.1536}

{"formula": "CH3NO2S", "method": "ωB97M-V with the def2-TZVPD basis set", "symbols": ["C", "S", "N", "O", "O", "H", "H", "H"], "positions_angstrom": [[1.11291, -0.18860, 0.02727], [-0.39382, -1.19214, 0.23620], [-1.56349, 0.14234, -0.06801], [-1.00965, 1.16515, -0.37880], [-2.70882, -0.10976, -0.04592], [2.01349, -0.69632, 0.36609], [1.30573, 0.66956, 0.85100], [1.24365, 0.20977, -0.98782]], "smiles": "CS[N+](=O)[O-]", "de_lowest_kcal_mol": 75.40, "molar_mass_da": 93.11, "orbital_gap_ha": 0.3881, "energy_ev": -17502.2005}

{"formula": "CH3NO2S", "method": "ωB97M-V with the def2-TZVPD basis set", "symbols": ["C", "N", "O", "O", "S", "H", "H", "H"], "positions_angstrom": [[0.48995, -0.74779, 1.14579], [0.24576, 0.28695, 0.45968], [-0.80305, -0.60850, -1.79053], [-1.07136, 1.82171, -1.77727], [-0.19173, 0.66397, -1.93320], [0.97281, -1.57433, 0.55808], [0.46198, -0.91006, 2.27346], [-0.10435, 1.06805, 1.06399]], "de_lowest_kcal_mol": 21.90, "molar_mass_da": 93.11, "orbital_gap_ha": 0.3855, "energy_ev": -17504.5204}

- What is the formula in the fourth record?
  CH3NO2S